a.
DFT (the ωB97M-V functional and the def2-TZVPD basis) results for a 2-piece molecular cluster, C2HClF2O2 overall.

Values from the calculation:
highest occupied orbital energy (spin up / spin down) = -9.3672 / -8.6975 eV
gap between HOMO and LUMO (spin up / spin down) = 7.640 / 5.690 eV
LUMO (spin up / spin down) = -1.73 / -3.01 eV

Atoms and positions in Å:
C: -1.67 -0.05 -0.09
C: 1.59 0.05 0.07
O: -1.50 -1.12 0.46
O: -0.93 0.75 -0.65
F: 2.04 1.21 0.56
F: 1.13 -0.68 0.96
Cl: 2.22 -0.58 -1.32
H: -2.87 0.41 0.02

Charge distribution, natural (NBO) scheme, values in e: 0.65 0.81 -0.67 -0.58 -0.26 -0.20 0.20 0.06

***

b.
DFT (the ωB97M-V functional and the def2-TZVPD basis) results for C2HClF2O2 as an isolated structure.

Values from the calculation:
highest occupied orbital energy (spin up / spin down) = -11.1308 / -9.8668 eV
gap between HOMO and LUMO (spin up / spin down) = 9.656 / 7.794 eV
LUMO (spin up / spin down) = -1.47 / -2.07 eV

Atoms and positions in Å:
C: -3.56 0.51 -0.44
C: 0.01 -0.38 1.30
O: -3.50 0.49 -1.55
O: -3.47 0.60 0.69
F: 0.58 -1.29 2.14
F: -2.35 -1.94 0.02
Cl: -0.50 -0.97 -0.15
H: -0.16 0.63 1.65

Charge distribution, natural (NBO) scheme, values in e: 1.03 0.20 -0.50 -0.53 -0.29 -0.61 0.48 0.21

***

On energetic grounds, b is preferred over the next structure by 0.750 eV.

***

a.
DFT (the ωB97M-V functional and the def2-TZVPD basis) results for a 2-piece molecular cluster, C5H9N2S overall.

Values from the calculation:
highest occupied orbital energy = -11.1892 eV
gap between HOMO and LUMO = 7.044 eV
LUMO = -4.15 eV
charge = +1

Atoms and positions in Å:
C: 1.50 1.36 -1.98
C: -0.35 -1.55 2.46
C: -1.65 -0.70 2.62
C: 0.53 1.46 -4.23
C: -0.16 -0.17 0.54
N: 1.19 1.31 -3.12
N: 0.41 -1.07 1.31
S: -1.71 0.24 0.96
H: 2.24 2.06 -1.46
H: 0.39 -1.54 3.17
H: -0.62 -2.50 2.25
H: -2.66 -1.16 2.69
H: -1.59 0.13 3.23
H: -0.33 2.03 -4.36
H: 0.92 0.91 -5.03
H: 0.49 0.21 -0.29
H: 1.41 -1.05 1.23

Charge distribution, natural (NBO) scheme, values in e: -0.08 -0.24 -0.46 -0.23 -0.04 -0.26 -0.47 0.44 0.22 0.24 0.23 0.27 0.23 0.21 0.20 0.29 0.44

***

b.
DFT (the ωB97M-V functional and the def2-TZVPD basis) results for a 2-piece molecular cluster, C5H9N2S overall.

Values from the calculation:
highest occupied orbital energy (spin up / spin down) = -11.5511 / -11.5509 eV
gap between HOMO and LUMO (spin up / spin down) = 5.331 / 5.329 eV
LUMO (spin up / spin down) = -6.22 / -6.22 eV
charge = +1

Atoms and positions in Å:
C: -0.98 -0.43 -0.61
C: 0.21 0.19 -0.48
C: -0.54 -0.32 1.54
C: -0.68 -0.60 2.97
C: 1.46 0.59 -3.54
N: -1.44 -0.74 0.66
N: 0.50 0.21 0.89
S: 2.52 1.50 -2.53
H: -1.56 -0.50 -1.52
H: 0.22 -1.10 3.34
H: -0.94 0.20 3.65
H: -1.46 -1.30 2.88
H: 1.73 -0.02 -4.33
H: 0.38 0.76 -3.45
H: -2.36 -1.06 0.76
H: 1.34 0.73 1.26
H: 1.60 1.90 -1.50

Charge distribution, natural (NBO) scheme, values in e: -0.21 -0.28 0.43 -0.66 -0.19 -0.48 -0.53 0.39 0.22 0.25 0.25 0.23 0.23 0.25 0.44 0.44 0.23

***

On energetic grounds, a is preferred over the next structure by 0.234 eV.

***

a.
DFT (the ωB97M-V functional and the def2-TZVPD basis) results for one molecule with the formula C22H26O7.

Values from the calculation:
SMILES string = CCCc1c(OCCCOc2ccc(OCC(=O)O)cc2)ccc(C(C)=O)c1O
highest occupied orbital energy = -7.9065 eV
gap between HOMO and LUMO = 8.216 eV
LUMO = 0.31 eV

Atoms and positions in Å:
C: -3.76 -0.72 0.74
C: -2.93 -0.53 2.00
H: -2.41 0.43 1.98
H: -3.61 -0.51 2.86
C: -1.91 -1.65 2.20
C: -0.62 -1.47 1.44
C: 0.39 -0.66 1.98
C: 1.64 -0.61 1.36
C: 1.88 -1.33 0.22
C: 0.87 -2.08 -0.39
C: -0.40 -2.12 0.23
O: -1.41 -2.82 -0.31
H: -1.11 -3.16 -1.18
C: 1.12 -2.84 -1.60
O: 0.20 -3.21 -2.34
C: 2.54 -3.21 -1.94
H: 3.04 -2.32 -2.33
H: 2.54 -3.97 -2.71
H: 3.07 -3.56 -1.06
H: 2.85 -1.27 -0.25
H: 2.45 -0.02 1.78
O: 0.07 0.00 3.11
C: 0.98 0.87 3.73
C: 1.24 2.19 2.98
C: -0.05 2.94 2.62
O: -0.79 2.31 1.60
C: -0.31 2.29 0.32
C: -1.00 1.47 -0.56
C: -0.62 1.36 -1.88
C: 0.47 2.07 -2.36
C: 1.15 2.91 -1.48
C: 0.77 3.03 -0.16
H: 1.32 3.70 0.48
H: 1.99 3.48 -1.86
O: 0.93 2.03 -3.65
C: 0.44 0.99 -4.47
C: 0.69 -0.38 -3.84
O: 1.61 -0.60 -3.10
O: -0.21 -1.27 -4.20
H: -0.08 -2.13 -3.72
H: 1.00 1.06 -5.40
H: -0.63 1.11 -4.69
H: -1.19 0.70 -2.52
H: -1.85 0.92 -0.19
H: -0.73 2.94 3.48
H: 0.18 3.97 2.36
H: 1.85 2.82 3.62
H: 1.78 1.99 2.05
H: 1.94 0.37 3.92
H: 0.52 1.10 4.70
H: -2.36 -2.60 1.90
H: -1.65 -1.71 3.26
H: -4.39 -1.60 0.84
H: -3.11 -0.88 -0.12
H: -4.39 0.15 0.55

Charge distribution, natural (NBO) scheme, values in e: -0.61 -0.39 0.22 0.20 -0.42 -0.18 0.45 -0.38 -0.05 -0.34 0.46 -0.69 0.51 0.65 -0.69 -0.73 0.27 0.24 0.23 0.21 0.22 -0.51 -0.06 -0.47 -0.06 -0.50 0.28 -0.24 -0.24 0.27 -0.22 -0.29 0.22 0.22 -0.48 -0.17 0.78 -0.61 -0.69 0.53 0.23 0.20 0.21 0.23 0.20 0.18 0.22 0.22 0.18 0.19 0.22 0.22 0.20 0.21 0.21

***

b.
DFT (the ωB97M-V functional and the def2-TZVPD basis) results for one molecule with the formula C22H26O7.

Values from the calculation:
SMILES string = C=CCOC(=O)[C@H]1C(=O)C[C@](C)(O)[C@H](C(=O)OCC=C)[C@H]1c1ccc(OC)cc1
highest occupied orbital energy = -8.5789 eV
gap between HOMO and LUMO = 9.258 eV
LUMO = 0.68 eV

Atoms and positions in Å:
C: 4.03 -0.44 -2.92
C: 2.81 0.06 -2.92
C: 2.50 1.52 -3.01
H: 3.41 2.11 -3.19
H: 1.77 1.70 -3.81
O: 1.97 2.00 -1.77
C: 0.66 1.91 -1.57
O: -0.13 1.48 -2.38
C: 0.31 2.42 -0.19
C: -0.71 3.54 -0.31
O: -0.39 4.69 -0.21
C: -2.11 3.08 -0.63
H: -2.79 3.93 -0.56
H: -2.10 2.69 -1.65
C: -2.58 1.97 0.33
O: -2.60 2.51 1.62
H: -2.71 1.78 2.26
C: -3.98 1.49 -0.09
H: -4.67 2.33 -0.07
H: -4.34 0.74 0.60
H: -3.96 1.07 -1.09
C: -1.58 0.79 0.23
C: -2.03 -0.33 1.15
O: -2.27 -0.18 2.33
O: -2.16 -1.48 0.50
C: -2.58 -2.62 1.26
C: -4.08 -2.68 1.36
C: -4.81 -3.68 0.91
H: -5.88 -3.69 1.02
H: -4.37 -4.54 0.44
H: -4.53 -1.82 1.83
H: -2.14 -2.56 2.26
H: -2.19 -3.49 0.72
H: -1.55 0.43 -0.79
C: -0.19 1.26 0.70
C: 0.86 0.17 0.71
C: 1.93 0.29 1.59
C: 2.96 -0.63 1.60
C: 2.94 -1.70 0.72
C: 1.87 -1.83 -0.15
C: 0.85 -0.91 -0.16
H: 0.04 -1.04 -0.86
H: 1.86 -2.68 -0.83
O: 3.91 -2.66 0.63
C: 5.03 -2.56 1.47
H: 5.58 -1.63 1.29
H: 4.75 -2.63 2.53
H: 5.67 -3.41 1.21
H: 3.77 -0.49 2.30
H: 1.95 1.12 2.29
H: -0.30 1.66 1.71
H: 1.23 2.83 0.24
H: 1.95 -0.58 -2.80
H: 4.21 -1.50 -2.83
H: 4.90 0.19 -3.02

Charge distribution, natural (NBO) scheme, values in e: -0.37 -0.20 -0.12 0.20 0.21 -0.49 0.83 -0.63 -0.42 0.64 -0.51 -0.54 0.24 0.26 0.31 -0.74 0.50 -0.63 0.22 0.21 0.21 -0.38 0.84 -0.64 -0.50 -0.12 -0.21 -0.36 0.20 0.19 0.21 0.21 0.20 0.26 -0.22 0.02 -0.19 -0.29 0.31 -0.25 -0.23 0.23 0.22 -0.49 -0.25 0.18 0.18 0.20 0.22 0.21 0.25 0.26 0.21 0.20 0.19

***

On energetic grounds, a is preferred over the next structure by 0.994 eV.

***

a.
DFT (the ωB97M-V functional and the def2-TZVPD basis) results for a 3-piece molecular cluster, C3H12N2O3 overall.

Values from the calculation:
SMILES string = C[C@@H](N)C(N)=O.O.O
highest occupied orbital energy = -9.9834 eV
gap between HOMO and LUMO = 10.701 eV
LUMO = 0.72 eV

Atoms and positions in Å:
N: 1.17 -0.98 -0.02
C: 0.37 0.00 -0.81
C: 1.33 1.02 -1.38
C: -0.59 0.50 0.28
N: -0.55 1.82 0.57
O: -1.32 -0.26 0.89
H: 1.94 -1.36 -0.56
H: 0.51 -1.71 0.26
H: -0.25 -0.46 -1.58
H: 1.91 1.55 -0.63
H: 0.84 1.75 -2.03
H: 2.01 0.50 -2.06
H: -1.15 2.28 1.25
H: 0.10 2.40 0.08
H: 0.80 -0.67 2.41
H: -0.59 -0.37 2.83
O: 0.32 -0.24 3.13
H: -1.92 -1.40 -0.45
H: -2.64 -2.63 -0.96
O: -2.31 -1.76 -1.25

Charge distribution, natural (NBO) scheme, values in e: -0.85 -0.16 -0.64 0.71 -0.79 -0.69 0.37 0.38 0.22 0.22 0.22 0.23 0.41 0.40 0.47 0.48 -0.95 0.48 0.47 -0.97

***

b.
DFT (the ωB97M-V functional and the def2-TZVPD basis) results for a 2-piece molecular cluster, C3H12N2O3 overall.

Values from the calculation:
SMILES string = COCO.CONN
highest occupied orbital energy = -9.0769 eV
gap between HOMO and LUMO = 10.018 eV
LUMO = 0.94 eV

Atoms and positions in Å:
C: -0.47 -1.67 0.77
C: 1.83 -1.52 -0.06
O: 0.83 -0.85 0.64
O: -1.53 -1.49 -0.07
H: -1.84 -0.57 0.01
H: -0.69 -1.39 1.82
H: -0.17 -2.72 0.64
H: 1.41 -2.00 -0.98
H: 2.27 -2.33 0.53
H: 2.61 -0.83 -0.38
C: -0.86 1.16 -1.78
N: 0.21 1.90 0.21
N: -0.03 2.21 1.52
O: -0.97 1.17 -0.38
H: 0.92 1.16 0.23
H: -0.74 2.93 1.58
H: -0.25 1.40 2.10
H: -1.77 0.68 -2.15
H: 0.01 0.58 -2.10
H: -0.78 2.18 -2.16

Charge distribution, natural (NBO) scheme, values in e: 0.24 -0.25 -0.61 -0.71 0.50 0.15 0.16 0.17 0.17 0.19 -0.26 -0.19 -0.64 -0.50 0.36 0.36 0.34 0.19 0.16 0.18

***

c.
DFT (the ωB97M-V functional and the def2-TZVPD basis) results for C3H12N2O3 as an isolated structure.

Values from the calculation:
highest occupied orbital energy = -8.2882 eV
gap between HOMO and LUMO = 5.431 eV
LUMO = -2.86 eV

Atoms and positions in Å:
N: -1.27 -1.87 0.24
C: -0.23 -1.80 1.03
C: 0.79 -0.75 0.92
N: 1.08 -0.50 -0.41
C: 1.87 0.69 -0.66
O: 0.30 0.44 1.57
H: -1.10 -2.47 -0.55
H: -1.46 -0.91 -0.22
H: -0.30 -2.26 2.02
H: 1.69 -1.08 1.44
H: 0.24 -0.58 -0.97
H: 2.42 0.57 -1.60
H: 1.23 1.58 -0.74
H: 2.61 0.76 0.15
H: -1.30 1.45 -0.87
H: -2.55 0.63 -1.64
O: -1.81 0.38 -1.10
H: -0.60 0.32 1.90
H: -0.97 3.03 0.06
O: -0.62 2.38 -0.57

Charge distribution, natural (NBO) scheme, values in e: -0.84 0.45 0.11 -0.62 -0.44 -0.66 0.46 0.48 0.19 0.18 0.39 0.19 0.28 0.18 0.49 0.47 -1.12 0.48 0.45 -1.13

***

On energetic grounds, a is preferred over the next structure by 4.413 eV.